Record 1
{"formula": "C31H80Cl8O27S9", "method": "ωB97M-V/def2-TZVPD", "orbital_gap_ev": 10.70, "largest_force_ev_per_a": 4.80, "total_charge": 0, "lumo_energy_ev": 0.35, "symbols": ["C", "Cl", "Cl", "H", "H", "C", "Cl", "Cl", "H", "H", "C", "Cl", "Cl", "H", "H", "C", "Cl", "Cl", "H", "H", "O", "S", "O", "O", "C", "C", "C", "H", "H", "H", "H", "H", "H", "H", "H", "O", "S", "O", "O", "C", "C", "C", "H", "H", "H", "H", "H", "H", "H", "H", "O", "S", "O", "O", "C", "C", "C", "H", "H", "H", "H", "H", "H", "H", "H", "O", "S", "O", "O", "C", "C", "C", "H", "H", "H", "H", "H", "H", "H", "H", "O", "S", "O", "O", "C", "C", "C", "H", "H", "H", "H", "H", "H", "H", "H", "O", "S", "O", "O", "C", "C", "C", "H", "H", "H", "H", "H", "H", "H", "H", "O", "S", "O", "O", "C", "C", "C", "H", "H", "H", "H", "H", "H", "H", "H", "O", "S", "O", "O", "C", "C", "C", "H", "H", "H", "H", "H", "H", "H", "H", "O", "S", "O", "O", "C", "C", "C", "H", "H", "H", "H", "H", "H", "H", "H"], "coordinates": [[1.28, -3.61, 2.62], [1.26, -3.29, 4.35], [-0.31, -4.40, 2.17], [1.34, -2.68, 2.01], [2.02, -4.39, 2.35], [-3.72, -2.81, -3.09], [-5.45, -2.91, -2.89], [-3.18, -3.62, -4.58], [-3.40, -1.80, -3.27], [-3.23, -3.28, -2.21], [3.08, 0.60, 5.30], [4.82, 0.18, 5.42], [2.25, 0.23, 6.83], [2.99, 1.68, 5.22], [2.57, -0.04, 4.55], [0.08, -7.27, -2.42], [0.16, -7.56, -4.14], [-1.32, -6.19, -2.07], [-0.20, -8.18, -1.91], [0.99, -6.78, -2.10], [-0.42, 3.85, 0.98], [-0.80, 5.16, 0.59], [-0.01, 6.31, 0.93], [-0.84, 5.15, -1.02], [-0.77, 3.90, -1.78], [0.66, 3.40, -1.96], [-2.51, 5.46, 0.90], [-1.41, 4.12, -2.66], [-1.41, 3.20, -1.21], [0.97, 3.08, -0.98], [1.34, 4.11, -2.41], [0.57, 2.50, -2.59], [-3.06, 4.64, 0.50], [-2.89, 6.38, 0.35], [-2.78, 5.58, 1.95], [5.51, 3.63, 1.26], [4.38, 4.15, 1.96], [3.88, 3.38, 3.03], [4.59, 5.65, 2.47], [5.27, 6.63, 1.65], [6.27, 7.45, 2.50], [3.24, 4.44, 0.63], [4.51, 7.27, 1.15], [5.77, 6.07, 0.82], [6.62, 8.16, 1.79], [7.12, 6.85, 2.82], [5.75, 7.96, 3.29], [2.73, 3.51, 0.34], [3.80, 4.88, -0.18], [2.59, 5.17, 1.01], [5.10, -2.33, -1.38], [4.52, -1.65, -0.29], [3.17, -1.79, 0.09], [5.46, -1.99, 0.93], [5.05, -1.68, 2.31], [5.24, -2.92, 3.10], [4.86, 0.08, -0.50], [3.94, -1.51, 2.28], [5.61, -0.77, 2.56], [4.85, -3.79, 2.51], [4.62, -2.89, 3.92], [6.29, -3.19, 3.49], [5.85, 0.20, -0.88], [4.82, 0.67, 0.43], [4.08, 0.39, -1.21], [-3.29, 1.49, -2.47], [-4.19, 1.80, -1.45], [-3.62, 2.23, -0.19], [-5.09, 3.01, -1.88], [-5.65, 3.05, -3.18], [-7.16, 3.19, -3.02], [-5.38, 0.62, -1.38], [-5.48, 2.09, -3.72], [-5.33, 3.92, -3.70], [-7.68, 2.37, -2.50], [-7.69, 3.32, -3.96], [-7.30, 4.05, -2.42], [-5.67, 0.44, -2.38], [-6.26, 0.79, -0.73], [-4.84, -0.28, -1.09], [-2.44, 1.02, 4.08], [-1.27, 1.57, 4.75], [-0.02, 0.96, 4.54], [-1.28, 3.11, 4.32], [-0.10, 3.91, 4.73], [-0.64, 5.30, 4.84], [-1.53, 1.66, 6.56], [0.63, 3.84, 3.91], [0.28, 3.52, 5.62], [-0.91, 5.66, 3.85], [0.02, 5.97, 5.40], [-1.52, 5.23, 5.48], [-2.01, 2.57, 6.77], [-0.58, 1.58, 7.07], [-2.15, 0.89, 6.88], [3.28, -4.94, 0.65], [3.91, -5.91, -0.22], [4.01, -7.19, 0.38], [2.94, -6.08, -1.51], [2.55, -4.87, -2.10], [2.67, -4.72, -3.55], [5.41, -5.45, -1.02], [3.26, -4.11, -1.65], [1.51, -4.68, -1.74], [2.55, -3.62, -3.85], [2.12, -5.41, -4.17], [3.65, -5.04, -3.78], [5.55, -6.28, -1.69], [6.17, -5.45, -0.26], [5.36, -4.42, -1.43], [1.77, -0.21, 2.06], [1.06, 0.13, 0.88], [1.62, 0.99, -0.18], [0.59, -1.16, 0.24], [-0.08, -1.01, -1.11], [-0.37, -2.37, -1.68], [-0.48, 0.85, 1.36], [0.58, -0.49, -1.82], [-1.08, -0.48, -1.00], [0.59, -2.77, -1.94], [-0.92, -2.24, -2.55], [-0.86, -2.97, -0.96], [-1.18, 0.83, 0.55], [-0.38, 1.90, 1.60], [-0.86, 0.24, 2.21], [-5.00, -0.17, -4.75], [-4.07, 0.29, -5.67], [-3.99, 1.63, -6.10], [-2.61, -0.20, -5.10], [-1.51, 0.72, -5.32], [-0.40, 0.25, -4.42], [-4.20, -0.75, -7.18], [-2.04, 1.67, -5.02], [-1.30, 0.85, -6.38], [0.51, 0.79, -4.44], [-0.23, -0.74, -4.79], [-0.78, 0.18, -3.39], [-3.45, -0.25, -7.83], [-5.18, -0.67, -7.69], [-3.99, -1.74, -6.76], [-2.93, -1.51, 0.01], [-3.57, -2.26, 1.05], [-4.96, -2.09, 1.17], [-3.18, -3.76, 0.74], [-3.88, -4.75, 1.55], [-3.92, -6.09, 0.76], [-2.63, -1.95, 2.67], [-4.88, -4.32, 1.60], [-3.44, -4.86, 2.57], [-4.88, -6.46, 1.04], [-3.09, -6.78, 1.08], [-3.83, -5.98, -0.32], [-2.76, -0.91, 3.02], [-1.67, -2.29, 2.34], [-3.11, -2.56, 3.43]]}

Record 2
{"formula": "C31H84O11", "method": "ωB97M-V/def2-TZVPD", "orbital_gap_ev": 8.98, "largest_force_ev_per_a": 11.80, "e_above_lowest_ev": 14.106, "total_charge": 0, "lumo_energy_ev": 0.25, "smiles": "CC(C)O.CC(C)O.CC(C)O.CC(C)O.CC(C)O.CC(C)O.CC(C)O.CC(C)O.CC(C)O.CC(C)O.CO", "symbols": ["C", "C", "C", "O", "H", "H", "H", "H", "H", "H", "H", "H", "C", "C", "C", "O", "H", "H", "H", "H", "H", "H", "H", "H", "C", "C", "C", "O", "H", "H", "H", "H", "H", "H", "H", "H", "C", "C", "C", "O", "H", "H", "H", "H", "H", "H", "H", "H", "C", "C", "C", "O", "H", "H", "H", "H", "H", "H", "H", "H", "C", "C", "C", "O", "H", "H", "H", "H", "H", "H", "H", "H", "C", "C", "C", "O", "H", "H", "H", "H", "H", "H", "H", "H", "C", "C", "C", "O", "H", "H", "H", "H", "H", "H", "H", "H", "C", "C", "C", "O", "H", "H", "H", "H", "H", "H", "H", "H", "C", "C", "C", "O", "H", "H", "H", "H", "H", "H", "H", "H", "C", "O", "H", "H", "H", "H"], "coordinates": [[0.25, -1.39, -2.98], [0.00, -0.96, -4.45], [-1.49, -1.06, -4.77], [0.41, 0.20, -4.61], [0.22, -2.40, -3.04], [-0.51, -0.87, -2.45], [1.16, -1.19, -2.43], [0.57, -1.59, -5.12], [-2.06, -0.42, -4.05], [-1.66, -2.10, -4.51], [-1.77, -0.89, -5.86], [1.01, 0.31, -5.40], [1.79, 3.77, 1.39], [0.76, 3.97, 0.34], [-0.61, 3.40, 0.76], [0.62, 5.14, -0.13], [2.76, 3.56, 0.92], [1.44, 3.04, 2.11], [1.93, 4.72, 1.96], [1.03, 3.43, -0.56], [-1.11, 4.10, 1.39], [-0.37, 2.47, 1.15], [-1.12, 3.25, -0.11], [-0.24, 5.34, -0.54], [-2.24, 0.90, -1.16], [-3.42, 1.76, -1.87], [-4.83, 1.50, -1.29], [-3.32, 3.01, -1.90], [-2.34, -0.17, -1.42], [-2.36, 1.21, -0.14], [-1.33, 1.23, -1.60], [-3.37, 1.46, -2.91], [-5.00, 0.45, -1.09], [-5.45, 1.99, -2.00], [-5.08, 2.15, -0.45], [-2.96, 3.26, -2.74], [4.18, 1.11, 1.53], [4.50, 0.48, 2.86], [5.78, -0.38, 2.78], [4.64, 1.36, 3.73], [3.23, 1.46, 1.60], [4.14, 0.20, 1.04], [4.93, 1.72, 0.96], [3.63, -0.02, 3.25], [6.56, 0.35, 2.62], [5.85, -1.15, 2.00], [5.95, -0.81, 3.75], [3.84, 1.65, 4.24], [-1.41, -4.15, 4.69], [-2.40, -3.65, 3.64], [-1.78, -3.53, 2.30], [-3.40, -4.36, 3.63], [-1.83, -4.06, 5.74], [-0.49, -3.70, 4.65], [-1.10, -5.16, 4.47], [-2.60, -2.68, 3.93], [-2.46, -2.96, 1.69], [-1.64, -4.43, 1.66], [-0.81, -2.92, 2.28], [-4.07, -3.97, 4.13], [-1.05, 4.61, -4.90], [-0.61, 3.27, -4.41], [0.15, 3.39, -3.13], [-1.52, 2.39, -4.36], [-0.15, 5.25, -5.04], [-1.73, 5.06, -4.19], [-1.59, 4.47, -5.82], [0.12, 2.80, -5.17], [0.48, 2.37, -2.85], [-0.30, 3.81, -2.28], [1.04, 4.04, -3.22], [-1.13, 1.54, -4.19], [1.29, -1.80, 3.12], [0.25, -0.84, 3.68], [1.09, 0.32, 4.15], [-0.58, -0.46, 2.85], [2.29, -1.49, 3.38], [1.27, -1.87, 2.03], [1.07, -2.71, 3.66], [-0.13, -1.31, 4.56], [1.70, 0.78, 3.34], [1.72, 0.17, 5.03], [0.56, 1.21, 4.44], [-1.14, 0.18, 3.41], [0.03, -5.44, -0.35], [0.49, -4.00, -0.18], [1.76, -3.61, -0.94], [-0.40, -3.19, -0.42], [0.79, -6.17, -0.15], [-0.27, -5.45, -1.38], [-0.85, -5.72, 0.15], [0.79, -3.76, 0.82], [1.70, -3.82, -2.04], [2.46, -4.27, -0.45], [2.08, -2.59, -0.76], [0.00, -2.28, -0.37], [3.02, 1.29, -3.00], [3.94, 1.17, -1.83], [4.40, -0.30, -1.72], [5.05, 1.71, -1.96], [2.10, 0.86, -2.72], [3.35, 0.84, -3.93], [2.79, 2.29, -3.31], [3.58, 1.62, -0.93], [3.65, -1.04, -1.87], [4.80, -0.57, -0.72], [5.26, -0.59, -2.35], [5.04, 2.53, -1.41], [-6.06, -0.87, 1.45], [-4.84, -1.25, 2.25], [-3.73, -0.43, 1.70], [-4.86, -1.07, 3.49], [-6.91, -1.28, 1.97], [-6.04, -1.31, 0.40], [-6.28, 0.20, 1.40], [-4.73, -2.27, 2.04], [-3.39, -0.69, 0.66], [-2.82, -0.66, 2.25], [-3.97, 0.63, 1.70], [-5.20, -0.20, 3.73], [1.15, 0.45, 0.00], [0.22, -0.53, 0.12], [1.35, 1.01, 0.89], [1.02, 1.13, -0.84], [2.11, -0.07, -0.08], [-0.24, -0.44, 0.99]]}

Record 3
{"formula": "C31H91BrO24P2", "method": "ωB97M-V/def2-TZVPD", "orbital_gap_ev": 9.21, "largest_force_ev_per_a": 1.93, "total_charge": 0, "lumo_energy_ev": -0.05, "symbols": ["C", "C", "C", "O", "C", "O", "C", "P", "O", "Br", "C", "C", "C", "C", "C", "C", "O", "C", "C", "O", "P", "O", "H", "H", "H", "H", "H", "H", "H", "H", "H", "H", "H", "H", "H", "H", "H", "H", "H", "H", "H", "C", "O", "H", "H", "H", "H", "C", "O", "H", "H", "H", "H", "C", "O", "H", "H", "H", "H", "C", "O", "H", "H", "H", "H", "C", "O", "H", "H", "H", "H", "C", "O", "H", "H", "H", "H", "C", "O", "H", "H", "H", "H", "C", "O", "H", "H", "H", "H", "C", "O", "H", "H", "H", "H", "C", "O", "H", "H", "H", "H", "C", "O", "H", "H", "H", "H", "C", "O", "H", "H", "H", "H", "C", "O", "H", "H", "H", "H", "C", "O", "H", "H", "H", "H", "C", "O", "H", "H", "H", "H", "C", "O", "H", "H", "H", "H", "C", "O", "H", "H", "H", "H", "C", "O", "H", "H", "H", "H"], "coordinates": [[0.55, -5.37, -2.42], [-0.29, -4.61, -2.82], [-1.37, -3.73, -3.17], [-2.20, -4.22, -4.24], [-2.36, -3.19, -5.13], [-2.38, -3.25, -6.31], [-2.43, -1.95, -4.20], [-4.02, -2.17, -3.23], [-3.80, -1.42, -1.77], [-5.47, -0.87, -4.40], [-1.10, -2.25, -3.44], [-0.78, -1.37, -2.23], [0.62, -1.55, -1.63], [1.02, -0.19, -0.97], [1.17, -0.34, 0.55], [2.33, 0.43, 1.14], [3.49, -0.43, 1.25], [4.45, 0.10, 2.01], [5.61, -0.81, 2.32], [4.43, 1.21, 2.46], [0.18, -1.85, -4.76], [1.19, -2.92, -4.88], [1.12, -6.17, -2.01], [-2.00, -3.72, -2.27], [-2.50, -0.99, -4.72], [-3.89, -0.46, -1.86], [-1.49, -1.66, -1.45], [-1.01, -0.35, -2.49], [1.40, -1.79, -2.35], [0.65, -2.33, -0.87], [1.98, 0.15, -1.36], [0.30, 0.58, -1.21], [0.25, 0.03, 1.00], [1.28, -1.37, 0.88], [2.03, 0.69, 2.15], [2.60, 1.30, 0.55], [5.39, -1.37, 3.23], [6.48, -0.21, 2.51], [5.80, -1.50, 1.50], [0.80, -0.65, -4.32], [-0.46, -1.52, -5.97], [0.42, -0.48, 4.51], [-0.13, -1.17, 3.38], [1.26, 0.12, 4.17], [-0.34, 0.18, 4.94], [0.76, -1.19, 5.26], [-0.86, -1.70, 3.70], [2.61, -2.18, 7.55], [1.32, -2.50, 7.02], [3.02, -1.36, 6.96], [2.52, -1.88, 8.59], [3.28, -3.05, 7.47], [0.97, -3.23, 7.54], [-7.10, 3.33, -4.15], [-7.14, 2.16, -3.32], [-7.34, 4.19, -3.54], [-6.10, 3.45, -4.57], [-7.83, 3.24, -4.95], [-6.92, 1.41, -3.88], [-0.88, -4.44, 1.16], [0.38, -3.80, 0.96], [-1.45, -4.36, 0.24], [-0.74, -5.50, 1.40], [-1.43, -3.96, 1.97], [0.88, -3.88, 1.78], [-7.02, -3.09, 0.01], [-6.18, -1.95, -0.11], [-7.65, -2.96, 0.89], [-7.65, -3.21, -0.87], [-6.41, -4.00, 0.15], [-5.62, -2.06, -0.88], [4.36, -6.30, -1.71], [3.29, -7.09, -1.19], [4.04, -5.26, -1.71], [5.25, -6.41, -1.09], [4.59, -6.61, -2.73], [3.58, -8.01, -1.19], [7.22, -4.98, -3.73], [7.39, -6.13, -2.91], [6.88, -4.16, -3.10], [8.17, -4.70, -4.19], [6.47, -5.17, -4.50], [7.68, -6.85, -3.47], [8.20, 1.15, 5.22], [8.12, -0.19, 4.74], [7.26, 1.65, 5.00], [8.36, 1.15, 6.31], [9.01, 1.69, 4.73], [8.95, -0.62, 4.93], [2.92, 4.39, 4.52], [2.94, 3.24, 5.37], [2.58, 5.24, 5.10], [3.93, 4.58, 4.14], [2.23, 4.22, 3.69], [3.24, 2.50, 4.84], [-9.90, 3.43, -1.57], [-8.87, 3.28, -0.61], [-10.81, 3.76, -1.07], [-9.61, 4.17, -2.32], [-10.09, 2.47, -2.06], [-8.08, 2.99, -1.08], [6.61, -1.49, -4.50], [7.99, -1.61, -4.20], [6.04, -1.66, -3.59], [6.38, -0.50, -4.89], [6.32, -2.25, -5.24], [8.48, -1.46, -5.02], [-7.72, 6.39, -1.19], [-6.98, 6.61, -2.39], [-7.28, 5.56, -0.65], [-7.68, 7.29, -0.56], [-8.76, 6.16, -1.43], [-7.38, 7.35, -2.85], [9.35, 1.67, -4.85], [9.13, 1.04, -6.11], [9.14, 0.94, -4.07], [10.39, 1.99, -4.76], [8.69, 2.53, -4.73], [9.32, 1.69, -6.80], [-0.19, 3.21, 2.11], [0.59, 3.46, 0.96], [0.29, 2.42, 2.69], [-0.26, 4.11, 2.72], [-1.20, 2.88, 1.82], [0.14, 4.16, 0.46], [-2.68, 5.62, 3.22], [-1.91, 5.88, 2.05], [-2.19, 4.84, 3.79], [-2.76, 6.52, 3.84], [-3.69, 5.28, 2.94], [-2.35, 6.58, 1.56], [-3.93, 1.20, 1.47], [-3.15, 1.46, 0.30], [-3.43, 0.41, 2.03], [-4.00, 2.09, 2.09], [-4.93, 0.86, 1.19], [-3.59, 2.16, -0.19], [-8.86, -2.19, -3.88], [-8.94, -3.36, -3.07], [-9.11, -1.33, -3.26], [-7.85, -2.06, -4.27], [-9.57, -2.26, -4.71], [-8.72, -4.11, -3.63], [2.40, 7.10, 8.03], [2.41, 5.96, 8.89], [2.06, 7.96, 8.61], [3.40, 7.30, 7.65], [1.71, 6.94, 7.20], [2.71, 5.21, 8.36]]}

| no. | electronic energy (Eh) | molecular weight (g/mol) | HOMO energy (Ha) |
| --- | --- | --- | --- |
| 1 | -10525.67336 | 1457.18 | -0.3805 |
| 2 | -2058.61668 | 633.00 | -0.3209 |
| 3 | -6297.84623 | 989.90 | -0.3401 |